one.
ORCA calculation (ωB97M-V/def2-TZVPD) on a 2-piece molecular cluster, C2H2NO2 overall.

The calculation puts the HOMO-LUMO gap at 0.345 Eh. Its HOMO energy is -0.178 Ha. As for the total charge: -1. The LUMO energy is 4.56 eV.

Last columns: bonded neighbours and bond lengths (Å).
Cartesian coordinates (Å):
1 H 0.71 0.23 -0.03  N2 1.097
2 N 1.76 -0.05 0.09  H1 1.097, C4 1.172
3 H -0.86 -0.24 -1.03  C6 1.135
4 C 2.91 -0.24 0.28  N2 1.172
5 O -2.43 -0.56 0.11  C6 1.201
6 C -1.39 0.02 -0.06  H3 1.135, O5 1.201, O7 1.277
7 O -0.70 0.83 0.64  C6 1.277

two.
ORCA calculation (ωB97M-V/def2-TZVPD) on a 2-piece molecular cluster, C2H2NO2 overall.

The calculation puts the HOMO-LUMO gap at 0.249 Eh. Its HOMO energy is -0.085 Ha. As for the total charge: -1. The LUMO energy is 4.47 eV.

Last columns: bonded neighbours and bond lengths (Å).
Cartesian coordinates (Å):
1 O -1.60 1.51 -0.60  C5 1.180
2 O -2.09 -0.45 0.46  C5 1.181
3 C 0.60 -0.21 0.01  H4 1.127, N7 1.284
4 H 0.54 -1.23 -0.48  C3 1.127
5 C -1.54 0.48 -0.03  O1 1.180, O2 1.181
6 H 2.36 -0.42 0.30  N7 0.981
7 N 1.72 0.33 0.34  C3 1.284, H6 0.981

It is two that is the least stable of them.

one.
ORCA calculation (ωB97M-V/def2-TZVPD) on one molecule with the formula C6H5NOS.

The calculation puts the HOMO-LUMO gap (spin up / spin down) at 0.232 / 0.233 Eh. Its HOMO energy (spin up / spin down) is -0.296 / -0.296 Ha. As for the total charge: 0. The LUMO energy (spin up / spin down) is -1.74 / -1.74 eV.

Last columns: bonded neighbours and bond lengths (Å).
Cartesian coordinates (Å):
1 S 1.94 -0.32 1.57  C6 1.820, C14 1.614
2 H -0.79 1.19 0.71  C5 1.075
3 H 1.24 1.51 -2.78  C9 1.085
4 N 2.71 1.41 -1.46  C9 1.384, C10 1.331
5 C -0.38 0.35 0.19  H2 1.075, C6 1.578, H7 1.119, C13 1.414
6 C 0.24 -0.78 1.11  S1 1.820, C5 1.578, H8 1.120, H12 1.116
7 H -1.18 -0.38 -0.06  C5 1.119
8 H 0.31 -1.64 0.40  C6 1.120
9 C 1.37 1.20 -1.75  H3 1.085, N4 1.384, C13 1.347
10 C 3.19 1.42 -0.22  N4 1.331, O11 1.218, C14 1.480
11 O 4.34 1.54 0.15  C10 1.218
12 H -0.34 -1.02 2.03  C6 1.116
13 C 0.54 0.87 -0.75  C5 1.414, C9 1.347
14 C 2.08 1.02 0.67  S1 1.614, C10 1.480

two.
ORCA calculation (ωB97M-V/def2-TZVPD) on one molecule with the formula C6H5NOS.

Its SMILES is C#Cc1[nH]c(=S)oc1C. The calculation puts the HOMO-LUMO gap at 0.303 Eh. Its HOMO energy is -0.282 Ha. As for the total charge: 0. The LUMO energy is 0.56 eV.

Last columns: bonded neighbours and bond lengths (Å).
Cartesian coordinates (Å):
1 H -2.46 -1.46 -2.67  C5 0.983
2 C -0.99 -1.08 -1.07  C5 1.232, C11 1.403
3 O 1.13 0.63 1.26  C7 1.281, C12 1.391
4 H -0.67 1.97 -0.89  C14 1.024
5 C -1.88 -1.27 -1.91  H1 0.983, C2 1.232
6 H 0.11 -2.24 1.44  N13 0.978
7 C 0.51 0.67 0.14  O3 1.281, C11 1.478, C14 1.464
8 S 1.45 -1.01 3.39  C12 1.653
9 H 0.85 1.72 -1.59  C14 1.063
10 H 0.60 2.78 -0.32  C14 1.019
11 C -0.11 -0.66 -0.06  C2 1.403, C7 1.478, N13 1.365
12 C 0.87 -0.57 1.91  O3 1.391, S8 1.653, N13 1.316
13 N 0.25 -1.35 1.06  H6 0.978, C11 1.365, C12 1.316
14 C 0.33 1.87 -0.68  H4 1.024, C7 1.464, H9 1.063, H10 1.019

It is one that is the least stable of them.

one.
ORCA calculation (ωB97M-V/def2-TZVPD) on a 7-piece molecular cluster, C24H52NO12S6 overall.

The calculation puts the HOMO-LUMO gap at 0.378 Eh. Its HOMO energy is -0.446 Ha. As for the total charge: +1. The LUMO energy is -1.84 eV.

Last columns: bonded neighbours and bond lengths (Å).
Cartesian coordinates (Å):
1 H -0.12 3.84 5.68  C51 1.162
2 H -0.39 -4.58 -0.12  C69 1.226
3 H -0.52 -2.85 0.87  C69 1.084
4 H 4.24 -0.32 -1.12  C26 1.093
5 H -4.03 3.61 4.50  C27 1.098
6 H 3.81 -0.29 1.14  C20 0.975
7 O 0.50 -3.22 -2.72  S92 1.440
8 H -0.24 1.08 -1.82  N49 0.987
9 H -5.60 1.12 1.89  C34 0.967
10 H -3.89 4.16 1.80  C73 1.152
11 H 4.22 1.61 2.43  C75 0.949
12 H -1.42 -0.01 -4.72  C95 1.056
13 C -4.42 -1.23 -4.86  C15 1.488, C24 1.540, H48 0.960, H50 1.146
14 H -2.65 -1.81 -5.98  C24 1.012
15 C -4.69 -0.47 -3.62  C13 1.488, H45 0.978, H84 0.954, S93 1.736
16 S 0.66 1.50 3.28  C56 1.725, O63 1.357, C77 1.757, O87 1.463
17 H -2.47 -1.95 -4.34  C24 1.085
18 H 5.84 1.89 1.76  C75 1.088
19 C 2.27 -2.90 1.96  H39 1.063, S65 1.822, H72 1.093, C89 1.466
20 C 4.63 0.24 1.04  H6 0.975, C26 1.549, H59 1.081, C75 1.570
21 O -4.07 1.98 -4.24  S93 1.417
22 H -5.53 3.97 3.48  C27 1.282
23 H 3.11 -1.97 -2.31  C70 1.002
24 C -2.91 -1.33 -5.12  C13 1.540, H14 1.012, H17 1.085, C95 1.500
25 H -1.17 1.68 -0.52  N49 1.117
26 C 4.78 0.40 -0.49  H4 1.093, C20 1.549, H60 0.917, S62 1.738
27 C -4.55 3.15 3.65  H5 1.098, H22 1.282, C73 1.513, C82 1.507
28 O 2.76 1.69 -1.37  S62 1.431
29 H 0.09 2.54 -1.34  N49 0.993
30 O 5.02 2.52 -1.72  S62 1.369
31 H 1.50 -3.86 3.85  C89 1.117
32 C -0.38 1.59 5.65  C51 1.586, H54 1.148, C56 1.471, H83 0.994
33 H -2.52 3.46 2.73  C73 1.124
34 C -4.76 0.98 2.35  H9 0.967, S78 1.783, C82 1.558, H86 1.103
35 H 1.04 2.93 6.53  C51 1.057
36 H -5.89 1.51 4.15  C82 1.059
37 H 0.57 1.38 -0.34  N49 1.027
38 H 3.04 -3.99 -4.00  C46 1.120
39 H 2.43 -1.86 2.10  C19 1.063
40 O 2.58 -3.51 -0.51  S65 1.404
41 H 2.52 2.68 4.13  C77 1.222
42 O -4.16 2.13 0.14  S78 1.389
43 H 1.15 -5.30 1.82  C94 1.067
44 H 3.08 2.97 0.99  C79 1.154
45 H -5.57 -0.04 -3.57  C15 0.978
46 C 3.15 -2.93 -4.36  H38 1.120, C55 1.503, C70 1.603, H74 0.982
47 H -1.75 1.69 3.96  C56 1.231
48 H -4.89 -2.06 -4.74  C13 0.960
49 N -0.16 1.64 -1.00  H8 0.987, H25 1.117, H29 0.993, H37 1.027
50 H -5.07 -0.76 -5.68  C13 1.146
51 C 0.54 2.88 5.60  H1 1.162, C32 1.586, H35 1.057, C77 1.616
52 H 2.65 -1.79 -6.17  C55 1.129
53 H -3.95 1.42 4.24  C82 1.148
54 H -1.24 1.63 6.41  C32 1.148
55 C 2.29 -2.68 -5.57  C46 1.503, H52 1.129, H80 0.990, C90 1.588
56 C -0.70 1.15 4.29  S16 1.725, C32 1.471, H47 1.231, H81 1.177
57 H 0.55 -2.75 3.21  C89 1.063
58 H 4.83 3.50 0.51  C79 1.091
59 H 5.43 -0.43 1.32  C20 1.081
60 H 5.67 0.41 -0.68  C26 0.917
61 O -2.32 1.15 1.36  S78 1.447
62 S 4.09 1.94 -0.90  C26 1.738, O28 1.431, O30 1.369, C79 1.701
63 O 1.61 0.54 3.31  S16 1.357
64 H -2.62 0.78 -5.89  C95 1.194
65 S 1.67 -2.75 0.25  C19 1.822, O40 1.404, C69 1.841, O85 1.390
66 H -0.42 -4.99 2.31  C94 1.165
67 H 0.52 -1.41 -5.74  C90 1.126
68 H 1.13 3.67 3.67  C77 0.976
69 C 0.10 -3.67 0.54  H2 1.226, H3 1.084, S65 1.841, C94 1.603
70 C 2.76 -1.85 -3.25  H23 1.002, C46 1.603, H76 1.211, S92 1.801
71 H 0.09 -2.98 -5.29  C90 1.042
72 H 3.31 -3.19 1.80  C19 1.093
73 C -3.60 3.27 2.48  H10 1.152, C27 1.513, H33 1.124, S78 1.788
74 H 4.07 -2.65 -4.58  C46 0.982
75 C 4.77 1.68 1.66  H11 0.949, H18 1.088, C20 1.570, C79 1.554
76 H 3.16 -0.72 -3.42  C70 1.211
77 C 1.31 2.86 4.18  S16 1.757, H41 1.222, C51 1.616, H68 0.976
78 S -3.57 1.87 1.37  C34 1.783, O42 1.389, O61 1.447, C73 1.788
79 C 4.14 2.67 0.64  H44 1.154, H58 1.091, S62 1.701, C75 1.554
80 H 2.29 -3.26 -6.37  C55 0.990
81 H -0.92 -0.01 4.27  C56 1.177
82 C -4.94 1.70 3.72  C27 1.507, C34 1.558, H36 1.059, H53 1.148
83 H 0.28 1.02 6.14  C32 0.994
84 H -4.53 -1.08 -2.90  C15 0.954
85 O 1.27 -1.48 -0.15  S65 1.390
86 H -4.37 -0.04 2.20  C34 1.103
87 O 0.45 2.09 1.95  S16 1.463
88 O 0.29 -0.74 -3.03  S92 1.447
89 C 1.24 -3.47 2.84  C19 1.466, H31 1.117, H57 1.063, C94 1.557
90 C 0.83 -2.27 -5.09  C55 1.588, H67 1.126, H71 1.042, S92 1.820
91 O -2.84 0.83 -2.41  S93 1.466
92 S 0.96 -1.99 -3.30  O7 1.440, C70 1.801, O88 1.447, C90 1.820
93 S -3.51 0.79 -3.72  C15 1.736, O21 1.417, O91 1.466, C95 1.757
94 C 0.51 -4.45 1.88  H43 1.067, H66 1.165, C69 1.603, C89 1.557
95 C -2.45 0.08 -4.93  H12 1.056, C24 1.500, H64 1.194, S93 1.757

two.
ORCA calculation (ωB97M-V/def2-TZVPD) on a 7-piece molecular cluster, C24H52NO12S6 overall.

The calculation puts the HOMO-LUMO gap at 0.363 Eh. Its HOMO energy is -0.433 Ha. As for the total charge: +1. The LUMO energy is -1.91 eV.

Last columns: bonded neighbours and bond lengths (Å).
Cartesian coordinates (Å):
1 C -3.40 3.64 0.41  C10 1.481, H13 1.062, C70 1.512, H90 1.235
2 H -1.60 4.79 -0.22  C70 0.987
3 S 0.78 -4.05 0.38  O34 1.482, O64 1.451, C85 1.789, C88 1.698
4 C -1.06 -1.33 4.74  H5 1.257, H17 1.155, C22 1.532, C36 1.541
5 H -1.45 -2.51 4.94  C4 1.257
6 C 5.09 3.47 1.72  H44 1.184, C49 1.491, C65 1.546, H89 1.080
7 C 4.62 -2.87 -3.59  H35 1.183, C66 1.502, H72 1.044, C91 1.517
8 H -0.32 3.95 1.37  C81 1.103
9 H 0.12 -6.28 0.70  C85 1.130
10 C -3.65 3.29 1.83  C1 1.481, H12 1.048, H19 0.996, S93 1.710
11 H -4.39 0.63 0.25  C42 1.130
12 H -4.26 4.09 2.13  C10 1.048
13 H -3.00 2.82 -0.13  C1 1.062
14 H -2.70 5.73 0.69  C70 1.177
15 H -0.60 0.15 -1.37  N56 0.984
16 O 3.29 0.33 -4.29  S60 1.398
17 H 0.04 -1.08 5.00  C4 1.155
18 C 0.63 -5.83 -1.41  H27 1.135, C38 1.560, H45 1.045, C85 1.494
19 H -4.23 2.49 1.93  C10 0.996
20 H -0.66 -2.68 2.77  C22 1.209
21 C -6.15 1.39 -0.76  C26 1.564, H37 1.087, C42 1.550, H87 1.002
22 C -0.96 -1.61 3.24  C4 1.532, H20 1.209, H31 1.030, S71 1.808
23 H 3.35 2.51 1.90  C65 1.053
24 H -6.20 0.64 -3.57  C29 1.279
25 H 3.05 4.14 1.42  C65 0.984
26 C -5.78 2.20 -2.05  C21 1.564, C29 1.487, H51 1.092, H75 1.161
27 H 0.60 -6.88 -1.84  C18 1.135
28 H 0.79 -0.35 -0.45  N56 1.026
29 C -5.21 1.20 -2.98  H24 1.279, C26 1.487, S73 1.847, H92 1.144
30 H -1.21 5.10 2.34  C81 1.050
31 H -0.38 -0.87 2.81  C22 1.030
32 O 3.32 3.78 -1.24  S86 1.453
33 O -1.75 1.59 1.74  S93 1.496
34 O 1.21 -4.26 1.78  S3 1.482
35 H 4.26 -3.56 -2.70  C7 1.183
36 C -2.10 -0.22 5.00  C4 1.541, C58 1.582, H74 0.947, H83 1.133
37 H -6.32 1.96 0.15  C21 1.087
38 C 2.11 -5.34 -1.41  C18 1.560, H54 1.095, H84 0.938, C88 1.580
39 H 6.01 -1.26 -4.02  C66 1.147
40 O 2.71 1.47 -0.34  S86 1.450
41 H 5.48 2.52 -1.50  C61 1.061
42 C -5.13 0.26 -0.52  H11 1.130, C21 1.550, H48 1.086, S73 1.783
43 O -2.09 2.91 3.82  S93 1.390
44 H 5.16 4.49 2.30  C6 1.184
45 H 0.04 -5.46 -2.19  C18 1.045
46 H 3.59 -2.01 -5.28  C91 1.116
47 H 4.32 -1.23 -1.42  C95 1.124
48 H -5.51 -0.73 -0.27  C42 1.086
49 C 5.93 3.08 0.54  C6 1.491, H50 1.173, H57 1.064, C61 1.556
50 H 6.94 2.51 0.72  C49 1.173
51 H -4.93 2.87 -1.87  C26 1.092
52 H 5.23 1.18 -0.26  C61 1.058
53 H -0.32 0.85 -0.19  N56 0.967
54 H 2.71 -5.48 -2.31  C38 1.095
55 O -2.90 0.61 -1.65  S73 1.400
56 N -0.20 -0.06 -0.50  H15 0.984, H28 1.026, H53 0.967, H94 1.104
57 H 6.33 4.04 0.31  C49 1.064
58 C -3.27 -0.34 3.94  C36 1.582, H68 1.182, H69 1.140, S71 1.794
59 H 3.06 -3.92 -0.06  C88 1.143
60 S 3.12 -0.73 -3.39  O16 1.398, O62 1.407, C91 1.826, C95 1.730
61 C 5.21 2.21 -0.53  H41 1.061, C49 1.556, H52 1.058, S86 1.735
62 O 1.97 -0.74 -2.57  S60 1.407
63 H 4.90 0.23 -2.00  C95 1.144
64 O -0.16 -2.97 0.14  S3 1.451
65 C 3.61 3.33 1.30  C6 1.546, H23 1.053, H25 0.984, S86 1.778
66 C 5.51 -1.76 -3.12  C7 1.502, H39 1.147, H80 1.023, C95 1.541
67 O -3.49 -2.76 3.08  S71 1.440
68 H -3.55 0.70 3.45  C58 1.182
69 H -4.19 -0.86 4.35  C58 1.140
70 C -2.28 4.65 0.48  C1 1.512, H2 0.987, H14 1.177, C81 1.569
71 S -2.71 -1.58 2.78  C22 1.808, C58 1.794, O67 1.440, O78 1.414
72 H 5.01 -3.65 -4.17  C7 1.044
73 S -4.14 0.07 -2.00  C29 1.847, C42 1.783, O55 1.400, O82 1.433
74 H -2.51 -0.38 5.84  C36 0.947
75 H -6.61 2.70 -2.70  C26 1.161
76 H 1.87 -3.17 -1.37  C88 1.051
77 H 2.40 -2.81 -3.84  C91 1.149
78 O -2.86 -0.98 1.51  S71 1.414
79 H -1.29 -5.36 -0.26  C85 1.237
80 H 6.26 -2.31 -2.69  C66 1.023
81 C -1.32 4.30 1.67  H8 1.103, H30 1.050, C70 1.569, S93 1.808
82 O -4.25 -1.28 -2.47  S73 1.433
83 H -1.70 0.83 4.85  C36 1.133
84 H 2.65 -5.95 -0.95  C38 0.938
85 C -0.07 -5.54 -0.13  S3 1.789, H9 1.130, C18 1.494, H79 1.237
86 S 3.55 2.66 -0.34  O32 1.453, O40 1.450, C61 1.735, C65 1.778
87 H -7.06 0.97 -0.82  C21 1.002
88 C 2.10 -3.94 -0.68  S3 1.698, C38 1.580, H59 1.143, H76 1.051
89 H 5.25 2.80 2.56  C6 1.080
90 H -4.38 4.13 -0.15  C1 1.235
91 C 3.36 -2.33 -4.24  C7 1.517, H46 1.116, S60 1.826, H77 1.149
92 H -4.73 1.70 -3.89  C29 1.144
93 S -2.11 2.86 2.43  C10 1.710, O33 1.496, O43 1.390, C81 1.808
94 H -0.93 -0.80 -0.14  N56 1.104
95 C 4.55 -0.78 -2.42  H47 1.124, S60 1.730, H63 1.144, C66 1.541

It is one that is the least stable of them.